1.
DFT (ωB97M-V/def2-TZVPD) results for a molecular structure, C42H57F3IrN3O3S.

Summary:
Energy   -76913.2477 eV
Frontier orbital gap (alpha / beta)   6.704 / 6.978 eV

ORCA input file:
```
! wB97M-V def2-TZVPD RIJCOSX def2/J DEFGRID3
* xyz 0 5
Ir -0.01 0.02 -0.48
C 1.70 0.48 0.92
C 1.22 0.23 2.27
C 0.22 1.22 2.55
C 0.15 2.06 1.44
C 1.10 1.69 0.42
C 1.82 2.80 -0.35
C 2.33 3.81 0.70
C 0.85 3.53 -1.29
C 3.04 2.30 -1.12
C -0.66 1.53 3.77
C -1.35 0.30 4.38
C 0.19 2.23 4.85
C -1.75 2.53 3.37
C 1.81 -0.92 3.09
C 2.24 -0.51 4.50
C 3.09 -1.43 2.42
C 0.81 -2.09 3.17
H 2.64 0.11 0.56
H -0.51 2.91 1.35
H 1.51 4.32 1.19
H 2.97 4.56 0.22
H 2.92 3.30 1.46
H -0.03 3.88 -0.75
H 0.52 2.87 -2.09
H 1.34 4.39 -1.74
H 3.78 1.86 -0.45
H 3.51 3.14 -1.63
H 2.77 1.56 -1.87
H -0.68 -0.29 5.00
H -1.74 -0.36 3.60
H -2.18 0.61 5.01
H 1.01 1.62 5.21
H -0.44 2.49 5.71
H 0.61 3.16 4.45
H -2.30 2.22 2.48
H -1.33 3.52 3.18
H -2.46 2.64 4.19
H 2.92 0.35 4.46
H 2.78 -1.33 4.96
H 1.41 -0.26 5.15
H 3.85 -0.64 2.36
H 2.92 -1.82 1.42
H 3.51 -2.25 3.02
H 0.00 -1.89 3.88
H 1.32 -3.00 3.50
H 0.35 -2.28 2.20
F -2.02 -0.98 -3.48
C -3.27 -0.57 -3.15
F -3.80 -0.02 -4.26
F -3.98 -1.65 -2.85
S -3.34 0.76 -1.79
O -2.07 -2.42 -1.07
O -4.18 0.09 -0.79
O -1.87 0.80 -1.38
C -4.06 -5.33 2.20
C -3.54 -3.97 1.78
C -4.11 -2.80 2.30
C -3.66 -1.52 1.91
C -4.44 -0.31 2.36
C -2.59 -1.42 1.07
C -2.06 -2.59 0.36
C -2.55 -3.89 0.85
N -0.78 -2.39 -0.41
C 0.15 -3.44 -0.97
C 0.23 -3.18 -2.48
C 1.33 -4.03 -3.13
C 2.69 -3.74 -2.48
C 2.61 -4.03 -0.98
C 2.27 -5.50 -0.77
C 0.92 -5.80 -1.42
C 0.99 -5.51 -2.92
C -0.16 -4.93 -0.78
C 1.52 -3.16 -0.34
H -4.73 -5.24 3.06
H -3.24 -5.99 2.48
H -4.62 -5.80 1.39
H -4.95 -2.88 2.99
H -5.12 -0.56 3.18
H -5.03 0.05 1.51
H -3.79 0.49 2.68
H -2.24 -0.44 0.77
H -2.22 -4.79 0.39
H 0.41 -2.11 -2.64
H -0.74 -3.40 -2.93
H 1.37 -3.80 -4.19
H 2.98 -2.71 -2.64
H 3.46 -4.36 -2.94
H 3.56 -3.79 -0.50
H 2.23 -5.73 0.30
H 3.05 -6.13 -1.21
H 0.66 -6.85 -1.27
H 0.04 -5.74 -3.40
H 1.75 -6.14 -3.39
H -0.22 -5.17 0.28
H -1.12 -5.17 -1.26
H 1.74 -2.10 -0.45
H 1.46 -3.38 0.73
N 4.54 -1.74 -5.07
C 3.57 -1.18 -4.79
C 2.36 -0.49 -4.44
C 1.52 0.04 -5.42
C 0.39 0.71 -5.01
C 0.11 0.80 -3.65
N 0.90 0.27 -2.71
C 2.01 -0.35 -3.11
H 1.77 -0.08 -6.46
H -0.29 1.14 -5.72
H -0.77 1.31 -3.29
H 2.65 -0.73 -2.32
*
```

2.
DFT (ωB97M-V/def2-TZVPD) results for C3H4O2S in the gas phase.

Summary:
Energy   -18104.2777 eV
Structure (SMILES)   COC(=S)C=O
Frontier orbital gap   8.329 eV

ORCA input file:
```
! wB97M-V def2-TZVPD RIJCOSX def2/J DEFGRID3
* xyz 0 1
C 0.97 -1.08 0.04
C -1.11 0.08 -0.18
C -0.40 1.40 0.04
H 1.05 -0.62 1.06
H 1.35 -2.12 0.05
H 1.59 -0.42 -0.64
H -1.12 2.21 0.30
O -0.37 -1.06 -0.31
O 0.74 1.60 -0.27
S -2.70 0.00 -0.09
*
```

3.
DFT (ωB97M-V/def2-TZVPD) results for C17H14ClN3O4S in the gas phase.

Summary:
Energy   -53873.8928 eV
Structure (SMILES)   COc1ccc(N2C(=O)/C(=C\c3ccco3)N=C2SCC(N)=O)cc1Cl
Frontier orbital gap   7.187 eV

ORCA input file:
```
! wB97M-V def2-TZVPD RIJCOSX def2/J DEFGRID3
* xyz 0 1
C 5.23 0.73 4.11
H 5.02 1.80 4.09
O 4.05 -0.04 4.05
C 3.19 0.01 3.02
C 2.07 -0.81 3.20
C 1.06 -0.91 2.27
C 1.15 -0.18 1.09
C 2.24 0.65 0.88
C 3.25 0.75 1.83
Cl 4.55 1.83 1.41
H 2.31 1.23 -0.02
N 0.14 -0.24 0.11
C -0.50 -1.37 -0.37
N -1.40 -1.11 -1.26
C -1.43 0.26 -1.44
C -2.29 0.82 -2.32
C -2.48 2.19 -2.66
C -1.90 3.38 -2.25
C -2.55 4.40 -2.97
C -3.47 3.77 -3.77
O -3.44 2.45 -3.59
H -4.18 4.16 -4.48
H -2.35 5.45 -2.92
H -1.12 3.48 -1.53
H -2.94 0.14 -2.85
C -0.41 0.86 -0.56
O -0.07 2.01 -0.38
S -0.05 -2.96 0.16
C -0.93 -3.98 -1.07
H -0.87 -3.47 -2.02
C -2.38 -4.26 -0.67
O -2.74 -5.32 -0.22
N -3.20 -3.22 -0.90
H -2.81 -2.32 -1.19
H -4.17 -3.29 -0.63
H -0.38 -4.93 -1.09
H 0.21 -1.54 2.46
H 2.02 -1.37 4.12
H 5.68 0.48 5.07
H 5.92 0.48 3.31
*
```

4.
DFT (ωB97M-V/def2-TZVPD) results for 13 unconnected molecules or ions with the total composition C52H143N13O13.

Summary:
Energy   -102218.4524 eV
Frontier orbital gap   9.085 eV

ORCA input file:
```
! wB97M-V def2-TZVPD RIJCOSX def2/J DEFGRID3
* xyz 0 1
C 14.66 21.27 13.30
C 15.04 22.24 12.12
C 16.53 22.20 11.75
O 17.18 23.25 12.47
C 18.58 23.13 12.53
N 14.29 21.91 10.88
H 15.12 20.33 12.99
H 13.57 21.31 13.21
H 14.96 21.67 14.27
H 14.81 23.25 12.47
H 16.69 22.26 10.68
H 16.79 21.19 12.08
H 19.05 23.77 13.28
H 19.12 23.32 11.60
H 18.92 22.22 13.02
H 14.11 20.92 10.79
H 14.71 22.26 10.03
C 16.05 21.36 2.05
C 16.34 20.41 3.20
C 16.10 18.93 2.83
O 14.65 18.83 2.54
C 14.24 17.48 2.46
N 17.73 20.66 3.62
H 16.58 21.12 1.13
H 16.15 22.38 2.41
H 15.04 21.15 1.69
H 15.71 20.64 4.06
H 16.20 18.30 3.72
H 16.73 18.48 2.07
H 13.90 17.07 3.41
H 15.05 16.87 2.05
H 13.40 17.50 1.76
H 18.19 19.81 3.91
H 18.20 21.03 2.81
C 20.70 22.09 6.84
C 19.67 22.42 7.92
C 19.55 21.38 9.06
O 19.21 20.02 8.74
C 17.88 19.82 8.17
N 19.90 23.78 8.46
H 20.81 22.92 6.14
H 20.52 21.14 6.33
H 21.71 21.99 7.23
H 18.76 22.33 7.34
H 18.86 21.79 9.80
H 20.56 21.32 9.47
H 17.65 20.40 7.28
H 17.17 20.04 8.97
H 17.80 18.79 7.84
H 19.96 24.48 7.73
H 18.98 24.04 8.78
C 13.57 12.96 7.71
C 13.16 11.98 6.59
C 11.82 11.35 6.91
O 11.29 10.62 5.77
C 9.93 10.08 5.99
N 13.17 12.69 5.36
H 12.85 13.77 7.73
H 14.52 13.43 7.47
H 13.56 12.52 8.70
H 13.88 11.16 6.61
H 11.08 12.12 7.08
H 11.98 10.88 7.88
H 9.88 9.78 7.04
H 9.78 9.11 5.53
H 9.22 10.85 5.69
H 12.64 12.14 4.70
H 12.51 13.40 5.60
C 20.83 18.04 6.09
C 20.16 17.50 4.81
C 19.32 16.25 5.05
O 19.04 15.37 3.92
C 18.42 14.16 4.37
N 19.58 18.52 4.09
H 21.18 19.07 6.05
H 21.68 17.55 6.58
H 20.07 18.05 6.87
H 20.92 17.02 4.20
H 18.43 16.75 5.44
H 19.84 15.72 5.85
H 17.60 14.31 5.07
H 19.18 13.59 4.91
H 18.25 13.63 3.44
H 20.32 19.19 3.90
H 19.23 18.09 3.25
C 12.33 26.20 5.33
C 13.00 25.59 4.09
C 14.45 25.92 3.92
O 15.11 25.40 2.74
C 16.49 25.29 2.80
N 12.85 24.18 4.31
H 11.30 25.97 5.58
H 12.58 27.26 5.33
H 12.84 25.89 6.24
H 12.53 25.97 3.19
H 14.86 25.72 4.91
H 14.44 27.00 3.86
H 16.99 26.24 3.01
H 16.90 24.86 1.89
H 16.66 24.62 3.64
H 11.86 24.10 4.16
H 13.14 23.63 3.52
C 7.78 22.18 0.49
C 8.27 22.05 1.90
C 9.62 21.38 1.93
O 9.86 21.17 3.27
C 11.19 20.90 3.63
N 8.16 23.42 2.44
H 8.52 22.69 -0.14
H 6.93 22.85 0.44
H 7.66 21.18 0.06
H 7.47 21.50 2.40
H 10.39 21.99 1.46
H 9.59 20.39 1.47
H 11.05 20.69 4.69
H 11.88 21.74 3.54
H 11.58 20.06 3.05
H 8.64 24.06 1.82
H 8.74 23.31 3.26
C 17.94 26.47 9.96
C 16.69 25.64 9.71
C 15.44 26.57 9.61
O 14.87 27.25 10.71
C 14.07 26.48 11.68
N 16.78 24.65 8.67
H 18.85 25.88 10.01
H 17.84 26.84 10.99
H 18.04 27.35 9.33
H 16.65 24.93 10.53
H 14.68 26.07 9.02
H 15.68 27.30 8.84
H 14.77 25.69 11.94
H 13.20 26.04 11.19
H 13.75 27.07 12.54
H 16.68 25.10 7.77
H 16.08 23.92 8.66
C 7.45 26.41 12.12
C 7.90 25.15 11.49
C 9.42 25.09 11.49
O 9.85 23.76 11.08
C 11.27 23.53 11.09
N 7.36 24.09 12.19
H 7.81 27.14 11.38
H 7.69 26.59 13.16
H 6.36 26.51 12.07
H 7.53 25.06 10.47
H 9.68 25.34 12.52
H 9.78 25.86 10.80
H 11.67 24.02 10.20
H 11.43 22.46 10.95
H 11.68 23.97 12.00
H 6.50 23.95 11.69
H 8.02 23.39 11.88
C 7.52 19.60 11.98
C 6.84 18.84 10.83
C 5.82 19.80 10.09
O 4.67 20.02 10.94
C 3.59 19.21 10.63
N 7.84 18.25 9.94
H 8.12 18.97 12.63
H 6.74 19.95 12.64
H 8.05 20.51 11.68
H 6.28 18.03 11.29
H 5.64 19.36 9.11
H 6.31 20.77 10.02
H 2.70 19.43 11.21
H 4.00 18.22 10.86
H 3.26 19.34 9.60
H 7.43 17.79 9.14
H 8.29 19.06 9.52
C 12.64 22.59 7.41
C 14.13 22.16 7.27
C 14.32 20.75 6.67
O 13.71 19.78 7.46
C 13.26 18.58 6.82
N 14.81 23.25 6.58
H 11.94 21.89 7.87
H 12.20 22.75 6.42
H 12.60 23.55 7.92
H 14.55 22.09 8.27
H 15.38 20.57 6.47
H 13.74 20.79 5.75
H 14.03 18.02 6.31
H 12.43 18.86 6.16
H 12.89 18.00 7.67
H 14.30 23.58 5.77
H 15.67 22.87 6.22
C 9.21 24.60 7.23
C 9.03 23.12 7.18
C 8.74 22.29 8.52
O 8.44 20.94 8.22
C 9.42 20.14 7.68
N 7.78 22.93 6.33
H 8.30 25.04 7.65
H 9.40 25.02 6.24
H 10.05 24.97 7.83
H 9.75 22.58 6.56
H 7.92 22.65 9.13
H 9.66 22.32 9.12
H 9.96 20.49 6.80
H 9.02 19.19 7.32
H 10.12 19.98 8.49
H 6.98 23.25 6.85
H 7.64 21.94 6.24
C 19.57 27.50 6.55
C 18.09 28.12 6.35
C 17.85 29.29 5.38
O 17.60 28.96 4.03
C 17.65 30.15 3.22
N 17.44 26.97 5.75
H 20.06 27.47 5.58
H 19.66 26.45 6.83
H 20.27 28.06 7.16
H 17.59 28.39 7.28
H 18.77 29.88 5.43
H 17.03 29.85 5.82
H 16.96 30.87 3.65
H 17.51 29.97 2.15
H 18.57 30.73 3.32
H 16.93 27.37 4.97
H 18.19 26.58 5.19
*
```